135
Properties=species:S:1:pos:R:3:forces:R:3 method="wB97M-V/def2-TZVPD" smiles=CCOCC.CCOCC.CCOCC.CCOCC.CCOCC.CCOCC.CCOCC.CCOCC.CCOCC homo_energy_ev=-9.3 total_energy_ha=-2102.574801 homo_lumo_gap_ev=9.96 largest_force_ev_per_a=3.68 de_lowest_ev=0.806
C -5.811 -9.089 27.996 1.123 0.683 0.228
C -4.690 -8.272 28.647 -0.805 -0.566 0.142
O -3.527 -9.092 28.778 0.847 2.259 0.786
C -2.527 -8.292 29.549 -0.450 -1.122 -1.671
C -1.362 -9.232 29.816 -0.561 0.540 -0.600
H -5.381 -9.423 27.042 -0.428 -0.416 0.174
H -6.093 -9.890 28.668 -0.102 -0.392 -0.219
H -6.657 -8.441 27.793 -0.173 -0.031 -0.034
H -4.547 -7.383 28.012 0.504 -0.060 0.220
H -4.963 -7.942 29.671 -0.123 0.071 -0.461
H -2.175 -7.402 28.961 -0.527 -0.645 0.286
H -3.015 -7.924 30.468 0.227 -0.244 -0.184
H -0.751 -9.445 28.916 -0.435 0.207 0.475
H -1.772 -10.152 30.209 0.156 -0.281 0.217
H -0.787 -8.708 30.549 0.871 -0.105 0.574
C -1.351 -9.220 18.387 0.578 1.228 0.027
C -0.947 -9.528 19.811 -2.906 -0.745 0.546
O -1.995 -10.440 20.347 1.596 0.536 -0.056
C -1.628 -10.988 21.633 -2.449 1.396 -0.300
C -2.787 -11.943 21.944 0.865 1.181 1.639
H -0.640 -8.476 17.967 -0.287 -0.480 0.140
H -1.334 -10.105 17.778 -0.029 -0.399 -0.278
H -2.340 -8.747 18.326 0.193 -0.301 0.210
H -0.010 -10.023 19.900 1.004 -0.327 -0.044
H -0.992 -8.649 20.443 0.379 0.356 0.061
H -0.727 -11.506 21.564 1.892 -0.768 -0.126
H -1.574 -10.144 22.384 0.183 -0.949 -0.546
H -3.571 -11.258 22.249 -0.628 -0.339 -0.284
H -2.586 -12.577 22.825 0.057 0.095 -0.412
H -3.026 -12.520 21.080 -0.305 -0.425 -0.542
C 3.960 -11.717 21.658 0.014 1.299 0.825
C 4.941 -10.587 21.790 1.245 0.422 -0.665
O 5.491 -10.434 20.484 0.265 0.590 -0.608
C 6.452 -9.397 20.428 0.324 0.009 0.868
C 7.008 -9.194 19.048 -0.747 -0.425 -0.245
H 3.158 -11.311 21.045 -0.150 -0.465 -0.258
H 4.481 -12.539 21.204 -0.174 -0.595 -0.146
H 3.559 -11.922 22.644 -0.134 -0.505 0.094
H 4.506 -9.646 22.163 -0.200 -0.090 -0.197
H 5.843 -10.741 22.385 -0.353 -0.562 0.811
H 5.968 -8.486 20.745 -0.263 0.674 0.270
H 7.288 -9.532 21.166 -0.531 -0.367 -0.378
H 7.448 -10.138 18.710 -0.162 0.200 -0.271
H 7.799 -8.450 19.103 -0.063 0.178 -0.194
H 6.166 -8.864 18.390 0.927 -0.298 0.186
C 3.742 -4.456 23.243 -3.003 2.118 0.059
C 2.324 -4.001 23.822 0.601 -1.669 -0.823
O 1.875 -4.932 24.824 0.145 0.325 -0.365
C 0.625 -4.538 25.347 -1.625 -0.375 -0.385
C 0.058 -5.629 26.248 -0.834 -0.240 -1.667
H 4.483 -4.420 24.000 0.651 -0.488 0.672
H 3.557 -5.375 22.739 0.453 -0.882 -0.139
H 3.986 -3.688 22.500 0.122 -0.221 -0.032
H 2.350 -3.020 24.234 0.259 0.956 0.505
H 1.564 -3.972 23.006 0.504 -0.132 0.277
H 0.708 -3.621 25.919 0.136 0.532 -0.054
H -0.141 -4.414 24.523 0.933 0.362 0.590
H 0.776 -5.872 26.966 1.082 -0.711 1.261
H -0.189 -6.482 25.606 0.413 -0.175 0.189
H -0.898 -5.433 26.736 0.135 0.723 0.012
C -8.845 -9.636 25.755 0.146 -0.717 -0.822
C -8.810 -8.215 25.268 -0.441 0.935 0.062
O -8.164 -7.461 26.275 0.575 -1.223 0.469
C -8.285 -6.092 26.260 -1.563 1.114 -0.226
C -7.436 -5.344 25.236 -0.169 -0.098 -0.572
H -9.233 -10.272 24.918 0.389 0.267 0.826
H -7.822 -9.932 26.027 -0.377 -0.211 -0.101
H -9.501 -9.747 26.634 0.270 0.137 -0.379
H -8.269 -8.017 24.324 -0.288 -0.622 0.103
H -9.866 -7.888 25.138 0.470 0.250 -0.010
H -9.403 -5.897 26.142 1.183 0.418 -0.129
H -8.029 -5.741 27.251 0.130 -0.001 0.372
H -7.774 -5.571 24.231 -0.094 -0.088 -0.273
H -6.366 -5.585 25.247 -0.230 -0.115 0.412
H -7.541 -4.263 25.337 -0.035 -0.024 0.230
C -2.246 -11.875 26.849 -1.850 0.803 0.091
C -3.651 -12.445 26.788 -1.162 -0.857 -0.571
O -4.401 -11.786 25.724 1.739 -0.198 1.341
C -5.502 -12.484 25.246 -1.023 0.434 -0.306
C -6.012 -11.578 24.123 1.124 -1.412 0.118
H -1.737 -12.342 27.673 0.679 -0.468 -0.013
H -1.856 -12.022 25.841 0.650 0.161 0.370
H -2.363 -10.814 27.137 0.354 -0.310 -0.473
H -3.623 -13.555 26.600 0.033 0.822 -0.151
H -4.237 -12.347 27.714 0.305 0.257 0.022
H -5.185 -13.473 24.891 -0.251 -0.034 -0.046
H -6.301 -12.592 25.996 0.260 -0.187 0.232
H -6.948 -11.836 23.697 -0.997 -0.325 -0.152
H -5.264 -11.686 23.363 0.267 0.293 -0.717
H -5.994 -10.578 24.468 -0.192 1.065 0.358
C -3.297 -7.908 24.179 -0.442 1.080 -0.732
C -2.387 -8.710 25.036 -0.850 -0.381 -0.064
O -1.133 -8.705 24.426 0.475 0.428 -0.528
C -0.060 -9.175 25.202 -0.477 -0.940 -0.796
C 1.243 -8.859 24.563 1.479 0.697 -0.182
H -3.296 -8.237 23.134 0.098 -0.008 0.165
H -4.328 -7.879 24.516 -0.176 -0.391 0.257
H -2.977 -6.869 24.224 0.150 0.226 -0.343
H -2.367 -8.243 26.013 0.276 -0.020 0.638
H -2.836 -9.698 25.126 0.399 -0.436 0.209
H -0.091 -8.757 26.176 -0.117 0.665 1.193
H -0.170 -10.252 25.331 0.064 -0.340 0.065
H 1.409 -7.783 24.366 -0.310 -0.465 0.419
H 1.479 -9.353 23.622 -0.474 -0.292 -0.113
H 2.043 -9.171 25.236 -0.077 0.077 0.081
C 3.968 -10.323 26.412 -0.902 0.471 0.745
C 4.498 -8.894 26.531 0.780 -0.116 -0.172
O 5.168 -8.535 25.306 -0.181 0.034 1.453
C 5.812 -7.255 25.437 -1.182 -0.859 -0.629
C 6.188 -6.931 24.039 0.229 1.619 -0.309
H 4.710 -11.000 26.780 0.438 -0.595 0.072
H 3.045 -10.474 27.032 0.772 0.213 -0.431
H 3.710 -10.593 25.393 0.083 0.143 -0.175
H 3.719 -8.163 26.721 -0.402 0.144 -0.041
H 5.210 -8.809 27.397 -0.428 -0.153 -0.654
H 5.079 -6.506 25.763 0.095 -0.108 0.415
H 6.654 -7.329 26.116 0.181 0.109 0.271
H 6.939 -7.589 23.676 0.706 -0.632 -0.383
H 6.572 -5.892 23.987 -0.152 -0.492 -0.155
H 5.305 -7.018 23.408 0.041 0.087 -0.038
C 3.195 -7.662 19.452 0.676 0.228 0.683
C 2.553 -7.644 20.813 -0.651 -0.039 1.621
O 1.323 -6.860 20.799 1.497 -1.071 -0.700
C 0.719 -6.864 22.062 0.240 1.246 0.442
C -0.438 -5.863 21.998 -0.864 -1.948 0.651
H 4.287 -7.842 19.610 -0.882 0.151 -0.504
H 2.774 -8.424 18.817 -0.068 -0.281 -0.253
H 3.010 -6.687 19.005 0.297 0.060 -0.168
H 2.323 -8.677 21.203 0.072 0.700 -0.484
H 3.258 -7.223 21.605 -0.749 -0.175 -0.898
H 0.390 -7.851 22.367 -0.277 -0.252 -0.151
H 1.482 -6.558 22.799 -0.259 0.098 -0.021
H -1.244 -6.396 21.429 0.319 0.752 0.592
H -0.158 -5.000 21.444 0.313 0.820 -0.321
H -0.787 -5.599 23.026 0.100 -0.266 -0.953